No. 1
Here is an isolated molecule of C9H10ClN from the OMol25 dataset. Energies are from wB97M-V/def2-TZVPD.

XYZ file:
```
21
Properties=species:S:1:pos:R:3:forces:R:3:nbo_charge:R:1
C 0.339047 -0.491395 -2.615201 0.0485 0.0288 0.0124 -0.22
C -0.936270 -0.897056 -2.262650 0.0761 -0.0932 -0.2203 -0.23
C 1.126812 0.175219 -1.682243 -0.0744 -0.1317 -0.1998 -0.20
C -1.421534 -0.626251 -1.002055 0.0930 0.1849 0.3030 -0.16
C 0.676084 0.438516 -0.406447 -0.0716 0.0713 0.3558 0.02
C -0.640611 0.059440 -0.046103 0.0696 -0.2075 -0.7461 -0.16
C 1.616846 1.038700 0.622687 -0.0924 0.1750 -0.3441 -0.52
C 1.787788 0.202068 1.829576 -0.0254 -0.0645 -0.0973 -0.28
C -1.210830 0.270639 1.238231 0.0849 -0.0273 0.6930 0.15
N -2.219418 -0.541741 1.719848 -0.1447 0.1062 -0.0400 -0.81
Cl -1.070732 1.756693 2.102886 -0.0585 0.0951 -0.0088 -0.01
H 0.737568 -0.705371 -3.595589 -0.0141 -0.0069 -0.0936 0.21
H -1.557187 -1.417044 -2.978981 -0.0451 -0.0249 -0.0204 0.21
H 2.131559 0.460376 -1.961362 0.1113 0.0461 0.0636 0.21
H -2.433239 -0.896246 -0.741504 -0.1084 -0.0436 0.0026 0.21
H 2.583845 1.167975 0.122402 0.0066 0.0931 0.0179 0.22
H 1.255761 2.025452 0.907354 0.1156 0.0931 -0.0124 0.23
H 2.245756 -0.763092 1.742720 0.0833 -0.3606 -0.0391 0.17
H 1.614774 0.591105 2.808793 -0.0855 0.1659 0.3860 0.18
H -2.092967 -1.527935 1.545119 0.0085 -0.0002 0.0590 0.39
H -2.533054 -0.320052 2.652521 0.0226 -0.0991 -0.0713 0.40
```
Positions in Å, forces in eV/Å.

Properties
multiplicity: 1
energy above the lowest of the compared OMol25 structures with the same formula, charge and spin: 50.58 kcal/mol
total energy: -23505.07153 eV
HOMO level (spin up / spin down): -6.3 / -7.9 eV
net charge: 0
frontier orbital gap (spin up / spin down): 6.79 / 8.16 eV

---

No. 2
Here is a cluster of 2 separate species, C3H9N2OS in total in a non-equilibrium geometry from the OMol25 dataset. Energies are from wB97M-V/def2-TZVPD.

XYZ file:
```
16
Properties=species:S:1:pos:R:3:forces:R:3:nbo_charge:R:1
C -1.139049 0.224985 1.586007 -1.8512 -3.5891 0.5955 0.76
C -2.622297 -1.352812 2.851205 0.1612 -0.0114 -1.0769 -0.42
C 3.185302 0.794433 -2.838997 -0.3991 -2.5172 3.8864 -0.76
N -1.840794 -0.660753 1.910159 1.4352 2.8447 -0.6441 -0.27
N -0.281776 1.023476 1.131978 -0.6367 2.3585 1.6765 -0.80
O 1.422636 1.072907 -0.626392 -1.2867 -1.1584 -2.0198 -0.87
S 1.689283 1.608708 -2.197911 -0.0196 1.1897 -0.7317 0.50
H -3.632242 -1.232464 2.710002 -2.3573 0.8353 -0.5835 0.24
H -2.497786 -2.365366 2.830831 0.8406 -2.8275 -0.6531 0.25
H -2.358514 -1.099174 3.796970 0.8528 1.2408 2.8049 0.24
H 3.265144 1.254682 -3.783010 0.8925 0.7363 -0.9867 0.26
H 2.855863 -0.250954 -2.969062 0.5360 0.3040 -0.3217 0.23
H 4.051972 0.733293 -2.030934 -1.4599 0.8382 -2.2060 0.24
H 2.170500 1.218643 -0.119469 2.5449 0.6557 1.7363 0.49
H -0.316417 1.979014 1.497419 -0.0300 -0.3230 -0.1186 0.45
H 0.267055 0.939036 0.288059 0.7775 -0.5765 -1.3575 0.47
```
Positions in Å, forces in eV/Å.

Properties
multiplicity: 1
energy above the lowest of the compared OMol25 structures with the same formula, charge and spin: 78.71 kcal/mol
total energy: -19110.52786 eV
HOMO level: -12.1 eV
net charge: +1
frontier orbital gap: 8.38 eV

---

No. 3
Here is a structure of composition C3H12N2O2 in a non-equilibrium geometry from the OMol25 dataset. Energies are from wB97M-V/def2-TZVPD.

XYZ file:
```
19
Properties=species:S:1:pos:R:3:forces:R:3:nbo_charge:R:1
C 0.978612 1.333302 1.482666 -1.2280 1.8775 -0.6185 -0.71
C 0.297780 0.399081 0.553055 4.0031 -0.2853 -1.5132 0.02
N -0.552139 -1.866237 -1.248664 0.2383 -0.5426 2.5705 -0.41
C -0.951530 -0.705367 -1.211858 -0.7742 4.2353 -4.3560 0.07
N -0.287529 0.859082 -0.639937 -1.9825 -4.1578 1.2125 -0.59
H 0.031960 1.848481 1.743882 1.1423 0.7874 0.9706 0.31
H 1.594254 0.993627 2.305679 -0.2901 -0.6494 -0.0167 0.23
H 1.598203 1.956785 0.822965 -0.0818 0.0501 0.2046 0.24
H 1.026297 -0.380063 0.294664 -0.6619 -0.7608 0.1350 0.22
H -0.545742 -0.058496 1.336284 0.3006 -0.8399 -0.1294 -0.06
H -1.157006 -0.342702 1.836294 -0.8343 1.7451 0.0971 0.40
H -0.868596 -1.262022 -0.135249 0.4745 -1.9189 0.4458 0.40
H -1.705870 -0.380576 -1.948231 -0.4246 0.5756 0.5841 0.19
H 1.180282 -1.912001 -1.589651 0.8334 0.3120 0.2402 0.48
H 2.494565 -1.003843 -1.512683 -0.3228 0.1330 -0.2100 0.47
O 2.144601 -1.894013 -1.448767 0.3505 -0.5101 0.0080 -0.96
H -2.151029 1.888749 2.411669 -0.1867 -0.0739 -0.0275 0.45
H -1.226728 1.190011 -0.387700 0.3728 1.0633 0.0347 0.41
O -1.724067 1.483521 1.651384 -0.9284 -1.0408 0.3681 -1.15
```
Positions in Å, forces in eV/Å.

Properties
multiplicity: 1
energy above the lowest of the compared OMol25 structures with the same formula, charge and spin: 262.92 kcal/mol
total energy: -10370.14832 eV
HOMO level: -9.2 eV
net charge: 0
frontier orbital gap: 7.60 eV

---

No. 4
Here is a structure of composition C15H23F6N3O8P2RhSbSe from the OMol25 dataset. Energies are from wB97M-V/def2-TZVPD.

XYZ file:
```
60
Properties=species:S:1:pos:R:3:forces:R:3:mulliken_spin:R:1
Rh 0.444148 -1.714303 -0.110657 -0.1482 0.2179 0.3178 1.60
O -0.989080 -5.576803 -0.442612 0.0118 0.1818 -0.0919 0.00
P -0.903175 -4.037214 -0.106894 0.0617 0.0115 -0.2631 -0.03
O -0.119436 -3.349419 -1.252836 -0.2264 -0.0287 0.1988 0.03
O -0.338452 -3.689614 1.222491 0.0667 -0.1553 0.0163 0.07
O -2.420867 -3.523453 -0.258644 -0.0763 0.0087 -0.0380 0.00
P -2.692659 -1.978178 -0.719066 0.0149 0.1067 0.3363 0.02
O -2.370074 -2.006386 -2.276060 0.0091 -0.0013 -0.0659 0.00
O -4.055802 -1.518018 -0.470416 0.1484 -0.0741 0.0343 0.00
O -1.556550 -1.186833 0.003531 -0.0731 -0.1623 -0.4077 0.08
H -1.512734 -6.084363 0.186019 -0.0308 -0.0715 0.0825 0.00
H -1.523501 -2.448826 -2.455101 0.0726 -0.0332 0.0223 0.00
C -0.036434 -1.091673 3.076310 0.0820 -0.0012 0.1183 0.00
C 1.017133 -0.233818 2.381987 -0.2468 -0.0381 0.0164 -0.01
O 0.834085 -0.150766 1.000365 0.1822 -0.1830 -0.0230 0.10
C 2.424915 -0.814079 2.672724 -0.1896 0.1124 -0.0918 -0.01
F 2.473365 -2.090279 2.262682 -0.0720 -0.0560 0.1304 0.00
F 2.728049 -0.814046 3.974406 0.0071 0.0670 0.1152 0.00
F 3.378678 -0.146792 2.023331 0.1380 0.0753 -0.0554 0.00
C 0.913380 1.226291 2.887997 -0.0624 -0.2166 -0.0270 0.01
F -0.356330 1.672367 2.729478 -0.1286 0.0166 -0.0742 0.01
F 1.200027 1.349562 4.182232 0.0486 -0.0162 0.1686 0.00
F 1.689460 2.065832 2.208170 0.2186 0.1236 -0.1262 0.00
H -0.022032 -2.094657 2.654570 -0.0044 0.0222 0.0557 0.00
H -1.020787 -0.663783 2.906251 -0.0361 0.0069 -0.0398 0.00
H 0.146668 -1.154398 4.148665 0.0172 0.0379 0.0031 0.00
Se 2.332719 1.036733 -2.869267 -0.0457 0.1176 -0.1285 0.24
N 4.004231 0.394752 -2.666232 -0.1699 -0.0506 0.0427 0.29
C 3.906036 -0.678372 -1.888771 0.0594 -0.2031 0.1018 -0.04
C 4.936885 -1.531876 -1.454141 -0.0874 0.0122 0.0151 0.30
C 4.617971 -2.620116 -0.621124 0.1508 0.0375 -0.0828 -0.06
C 3.337154 -2.857896 -0.202146 -0.3310 0.1535 -0.1839 0.21
N 2.315365 -2.035342 -0.595907 0.3207 0.1227 -0.0860 0.11
C 2.565900 -1.000695 -1.441334 0.2738 -0.4417 0.2173 -0.07
N 1.560180 -0.263276 -1.837069 0.0947 0.3265 -0.1936 0.17
H 5.956640 -1.347405 -1.764801 -0.0418 0.0045 0.0040 0.01
H 5.396057 -3.296000 -0.294258 -0.0002 0.0268 -0.0111 0.00
H 3.071588 -3.680177 0.444850 -0.0169 0.0165 -0.0262 0.01
C 0.555468 3.915997 -1.072881 -0.0750 0.0705 0.0571 0.02
C -0.653389 3.584942 -0.200406 0.2026 0.1194 0.0261 0.12
Sb -1.192672 1.526897 -0.303471 0.1283 -0.2898 -0.0995 0.63
C -1.696268 1.348949 -2.362870 -0.0897 -0.0531 -0.0067 0.09
C -2.709937 2.424594 -2.754510 -0.0195 -0.0971 -0.1014 0.02
C -3.014930 1.427296 0.768395 -0.0856 -0.0012 0.0088 0.05
C -3.612055 2.801751 1.054566 -0.1053 -0.0625 0.0411 0.02
H 0.765819 4.986880 -1.053299 -0.0189 -0.0047 0.0186 0.00
H 0.391735 3.638883 -2.117070 -0.0208 -0.0037 0.0306 0.00
H 1.451706 3.395686 -0.733362 -0.0410 -0.0114 0.0113 0.00
H -1.563361 4.097487 -0.525340 0.0924 0.0918 0.0329 0.01
H -0.487407 3.815124 0.852389 0.0258 0.0657 -0.0604 -0.01
H -2.083410 0.339730 -2.506154 0.0001 0.0875 -0.0085 -0.01
H -0.765182 1.425467 -2.923172 -0.0091 0.0327 -0.0583 0.00
H -3.622970 2.359764 -2.158352 0.0390 -0.0217 -0.0069 0.00
H -3.000042 2.290043 -3.798658 -0.0045 0.0166 0.0113 0.01
H -2.308328 3.434086 -2.657127 0.0293 -0.0109 0.0170 0.00
H -2.786824 0.877463 1.679206 -0.0457 -0.0010 0.0499 0.00
H -3.656583 0.780885 0.165433 -0.0428 0.0472 0.0656 0.00
H -2.959161 3.418401 1.673524 0.0274 -0.0273 -0.0026 0.00
H -4.554821 2.684542 1.592926 0.0158 0.0038 -0.0051 0.01
H -3.830109 3.358453 0.141508 0.0066 -0.0242 -0.0012 0.00
```
Positions in Å, forces in eV/Å.

Properties
multiplicity: 5
energy above the lowest of the compared OMol25 structures with the same formula, charge and spin: 0.00 kcal/mol
total energy: -146557.80923 eV
<S²>: 6.05
HOMO level (spin up / spin down): -6.6 / -9.1 eV
net charge: 0
frontier orbital gap (spin up / spin down): 6.03 / 6.35 eV

---

No. 5
Here is an isolated molecule of C5H5N in a non-equilibrium geometry from the OMol25 dataset. Energies are from wB97M-V/def2-TZVPD.

XYZ file:
```
11
Properties=species:S:1:pos:R:3:forces:R:3:nbo_charge:R:1
C -1.532894 -0.988144 0.105473 0.1153 0.0743 0.1298 -0.66
C -0.948573 0.368935 -0.203156 0.2255 0.2658 0.5220 -0.12
C 0.426916 0.582148 -0.311790 0.4205 -0.3547 -0.7480 -0.26
C 1.647828 0.420574 -0.614822 -0.0145 0.0790 0.0629 -0.14
C 2.930984 0.596808 -0.115361 0.1747 -0.0141 0.0278 0.20
N 4.039719 0.700346 0.212619 -0.5324 -0.0245 -0.0905 -0.31
H -1.182632 -1.360689 1.072575 -0.0369 0.0325 -0.0991 0.24
H -1.199422 -1.715690 -0.647942 0.0058 0.2147 0.0811 0.24
H -2.627269 -0.966542 0.126384 0.2581 0.1050 -0.0122 0.23
H 0.074905 1.149563 0.698856 -0.9466 -0.2782 0.1640 0.35
H -1.629563 1.212692 -0.322833 0.3306 -0.0998 -0.0378 0.23
```
Positions in Å, forces in eV/Å.

Properties
multiplicity: 1
energy above the lowest of the compared OMol25 structures with the same formula, charge and spin: 116.78 kcal/mol
total energy: -6750.84401 eV
HOMO level: -8.4 eV
net charge: 0
frontier orbital gap: 7.61 eV

---

No. 6
Here is a structure of composition C2F6KO6S2 in a non-equilibrium geometry from the OMol25 dataset. Energies are from wB97M-V/def2-TZVPD.

XYZ file:
```
17
Properties=species:S:1:pos:R:3:forces:R:3:nbo_charge:R:1
K 2.120892 -1.520604 -0.231791 -0.2315 0.6540 0.1836 0.98
C -2.693293 -1.092718 -1.714113 2.0953 -0.4223 -0.7135 0.71
F -3.741149 -1.489583 -2.397441 -0.9998 -0.3897 -0.2480 -0.32
F -2.605966 0.222097 -1.824673 0.0643 0.8324 -0.0660 -0.32
F -2.832249 -1.383198 -0.432458 -0.4139 -0.2631 0.7293 -0.32
S -1.149800 -1.963587 -2.384572 -0.3557 -0.7501 -1.7143 2.32
O -0.057319 -1.464467 -1.557010 -0.0255 0.0839 0.3731 -1.08
O -1.482154 -3.365412 -2.201588 0.0830 0.3629 0.6043 -1.00
O -1.036880 -1.606134 -3.796003 -0.2558 0.4191 1.1027 -0.98
C 0.893679 1.931282 2.475448 1.3706 0.4386 -1.3127 0.71
F -0.104030 1.201401 2.004401 -0.3295 -0.4863 0.3594 -0.31
F 0.634713 3.200368 2.158031 -0.2408 0.4668 0.2095 -0.33
F 1.010659 1.833049 3.788970 -0.4332 -0.2297 0.4159 -0.31
S 2.513847 1.474546 1.668283 1.1864 -1.9462 -1.3254 2.29
O 2.664591 0.027454 2.027332 -0.3550 1.4748 -0.0008 -1.07
O 2.368944 1.612015 0.217739 -0.7984 -0.1380 0.6240 -1.01
O 3.495510 2.383495 2.199451 -0.3605 -0.1070 0.7788 -0.97
```
Positions in Å, forces in eV/Å.

Properties
multiplicity: 1
energy above the lowest of the compared OMol25 structures with the same formula, charge and spin: 3.96 kcal/mol
total energy: -68664.17746 eV
HOMO level: -6.7 eV
net charge: -1
frontier orbital gap: 8.48 eV

---

- Which of these has the lowest net charge?
  C2F6KO6S2

---

- Among the records above, which one has the highest net charge?
  C3H9N2OS